Formula: C15H19N3OPtSb
Source: the Open Molecules 2025 dataset
Level of theory: the ωB97M-V functional and the def2-TZVPD basis

XYZ file:
```
40
Properties=species:S:1:pos:R:3:nbo_charge:R:1
Pt -0.0212 -0.1847 -0.6988 0.711
O 0.6982 3.8732 -1.0009 -0.595
C 0.7600 2.6562 -0.9717 0.601
N -0.2982 1.8478 -0.7724 -0.622
C -1.6071 2.3847 -0.5524 -0.276
C -2.6630 1.3128 -0.5883 0.243
C -3.9904 1.6243 -0.3056 -0.231
C -4.9502 0.6293 -0.3590 -0.116
C -4.5563 -0.6608 -0.6922 -0.248
C -3.2191 -0.8957 -0.9467 0.058
N -2.2972 0.0634 -0.8952 -0.472
C 2.0493 1.9116 -1.2106 0.135
C 3.2463 2.6137 -1.2300 -0.196
C 4.4215 1.9372 -1.5159 -0.124
C 4.3587 0.5750 -1.7709 -0.234
C 3.1251 -0.0558 -1.7158 0.055
N 2.0006 0.5928 -1.4419 -0.450
H -1.8247 3.1322 -1.3302 0.243
H -1.6589 2.9203 0.4072 0.232
H -4.2542 2.6370 -0.0425 0.242
H -5.9837 0.8504 -0.1399 0.240
H -5.2693 -1.4669 -0.7487 0.245
H -2.8674 -1.8827 -1.2150 0.220
H 3.2192 3.6728 -1.0283 0.265
H 5.3650 2.4601 -1.5425 0.241
H 5.2440 0.0076 -2.0110 0.244
H 3.0337 -1.1145 -1.9140 0.219
C 0.5522 -0.8914 3.1032 -0.957
Sb 0.4432 -1.8459 1.1923 1.096
C 2.2739 -2.9510 1.2235 -0.971
C -1.0131 -3.3512 1.6270 -0.972
H 0.7495 -1.6333 3.8708 0.245
H -0.3879 -0.3937 3.3161 0.242
H 1.3483 -0.1544 3.1002 0.244
H 2.3319 -3.5265 2.1418 0.242
H 3.1094 -2.2595 1.1769 0.238
H 2.3162 -3.6228 0.3728 0.242
H -0.7131 -3.8958 2.5164 0.241
H -1.0968 -4.0391 0.7924 0.242
H -1.9742 -2.8767 1.7999 0.237
```

multiplicity = 1
charge = +1
Kohn-Sham gap (spin up / spin down) = 6.861 / 6.861 eV
E_HOMO (spin up / spin down) = -0.4132 / -0.4131 hartree
energy relative to the best compared isomer or geometry (same formula, charge and spin) = 54.2 kJ/mol



Formula: C15H19N5O3S
Source: the Open Molecules 2025 dataset
Level of theory: the ωB97M-V functional and the def2-TZVPD basis

XYZ file:
```
43
Properties=species:S:1:pos:R:3:nbo_charge:R:1
C -7.2396 -0.5305 0.7322 -0.599
C -5.9105 -1.2719 0.6673 -0.393
C -4.8843 -0.5018 -0.1585 -0.403
H -4.7271 0.4846 0.2842 0.206
H -5.2590 -0.3633 -1.1750 0.213
C -3.5477 -1.2432 -0.2174 -0.217
N -2.5931 -0.5268 -1.0123 -0.200
C -1.8783 0.5891 -0.7165 0.146
N -1.1678 0.9202 -1.7746 -0.326
N -1.4566 0.0171 -2.6972 -0.052
N -2.2888 -0.8379 -2.2766 -0.063
S -1.9165 1.3856 0.8192 0.264
C -0.7646 2.7400 0.4630 -0.610
H -0.8039 3.3923 1.3377 0.255
H -1.1363 3.2862 -0.4038 0.269
C 0.6950 2.3559 0.1942 0.683
O 1.4146 3.1579 -0.3496 -0.592
N 1.0504 1.1374 0.6558 -0.604
C 2.2792 0.4759 0.5317 0.146
C 3.3676 1.0394 -0.1164 -0.299
C 4.5593 0.3339 -0.2129 0.307
C 4.6746 -0.9344 0.3655 0.189
C 3.5723 -1.4969 0.9956 -0.226
C 2.3827 -0.8039 1.0743 -0.246
H 1.5327 -1.2543 1.5660 0.204
H 3.6732 -2.4820 1.4213 0.227
O 5.8469 -1.6482 0.3386 -0.485
C 6.9646 -0.8676 -0.0220 -0.096
C 6.6255 0.0140 -1.2231 -0.098
H 7.4816 0.6173 -1.5280 0.202
O 5.5973 0.9181 -0.8866 -0.492
H 6.3055 -0.6230 -2.0592 0.180
H 7.7688 -1.5668 -0.2554 0.200
H 7.2631 -0.2289 0.8209 0.178
H 3.3040 2.0176 -0.5606 0.268
H 0.3321 0.5965 1.1231 0.403
H -3.6727 -2.2228 -0.6835 0.234
H -3.1393 -1.3657 0.7906 0.210
H -5.5243 -1.4165 1.6785 0.196
H -6.0643 -2.2580 0.2242 0.199
H -7.9594 -1.0913 1.3227 0.213
H -7.6483 -0.3915 -0.2659 0.205
H -7.1088 0.4480 1.1885 0.204
```

multiplicity = 1
structure (SMILES) = CCCCn1nnnc1SCC(=O)Nc1ccc2c(c1)OCCO2
Kohn-Sham gap = 8.232 eV
E_HOMO = -0.2906 hartree
energy relative to the best compared isomer or geometry (same formula, charge and spin) = 226.2 kJ/mol



Formula: C15H19N9OPbS3
Source: the Open Molecules 2025 dataset
Level of theory: the ωB97M-V functional and the def2-TZVPD basis

XYZ file:
```
48
Properties=species:S:1:pos:R:3:nbo_charge:R:1
Pb -0.3123 -0.4548 -0.6871 1.396
C 3.5912 0.0956 4.4042 -0.754
S 1.9564 -0.6709 4.3113 0.413
C 1.0370 0.1583 3.0887 -0.075
S 1.7104 1.5867 2.1830 0.443
N -0.1539 -0.2379 2.9287 -0.295
N -0.9526 0.0200 1.8634 -0.314
C -2.1542 0.3703 2.0700 0.099
C -3.1316 0.3295 0.9568 0.131
C -4.4511 0.6363 1.2123 -0.195
C -5.3968 0.4604 0.2081 -0.105
C -4.9866 -0.0157 -1.0202 -0.221
C -3.6387 -0.2705 -1.2163 0.077
N -2.7225 -0.0961 -0.2585 -0.567
H 3.7602 0.3709 5.4421 0.259
H 3.6578 0.9828 3.7812 0.239
H 4.3262 -0.6406 4.0890 0.251
H -2.5087 0.6305 3.0659 0.224
H -4.7392 0.9894 2.1949 0.250
H -6.4396 0.6824 0.3950 0.256
H -5.6889 -0.1899 -1.8235 0.259
H -3.2784 -0.6234 -2.1744 0.228
N -0.1014 2.2806 -1.0288 -0.657
N -0.1533 2.7640 -2.3390 -0.433
C -0.4979 1.9965 -3.3909 0.344
N -0.5462 2.6147 -4.5624 -0.732
S -0.8653 0.3341 -3.3182 -0.280
H -0.8539 2.6966 -0.4849 0.390
H 0.7812 2.5606 -0.6156 0.388
H 0.0085 3.7513 -2.4774 0.404
H -0.3302 3.5923 -4.6829 0.419
H -0.7688 2.0793 -5.3862 0.443
C 1.1954 -3.7568 0.5084 -0.638
C 0.4611 -3.8689 -0.8080 -0.073
O -0.7305 -3.0270 -0.8382 -0.778
H 2.1088 -4.3525 0.4744 0.252
H 0.5850 -4.1197 1.3378 0.224
H 1.4824 -2.7210 0.7204 0.191
H 0.1624 -4.8949 -1.0128 0.209
H 1.0734 -3.5317 -1.6424 0.193
H -1.3874 -3.4081 -0.2426 0.499
N 2.1090 0.6880 0.7600 -0.596
C 3.0902 0.7840 0.0703 0.527
C 4.1427 0.7444 -0.7411 -0.377
C 4.1424 1.5339 -1.9410 0.251
N 4.1390 2.1760 -2.8951 -0.222
C 5.2248 -0.1389 -0.3862 0.239
N 6.0446 -0.8899 -0.0924 -0.190
```

multiplicity = 1
charge = +2
Kohn-Sham gap = 7.507 eV
E_HOMO = -0.5258 hartree



Formula: C15H20AsBrN5PtS4
Source: the Open Molecules 2025 dataset
Level of theory: the ωB97M-V functional and the def2-TZVPD basis

XYZ file:
```
47
Properties=species:S:1:pos:R:3:mulliken_spin:R:1
Pt -0.1627 -0.8603 0.6780 1.157
S 1.6377 -2.7543 4.4430 0.946
As 1.1605 -3.1745 2.3935 -0.117
S 2.1813 -1.8919 0.9616 0.330
S -0.9547 -2.7395 2.1139 0.379
S 1.6884 -5.2395 2.1233 0.954
C 2.4550 4.0441 -1.4636 0.000
C 1.1844 3.3011 -1.1764 0.002
C -0.0718 3.8723 -1.3433 -0.003
C -1.2190 3.1458 -1.0532 -0.008
C -1.0486 1.8547 -0.6040 0.010
Br -2.5449 0.7416 -0.1642 0.058
N 0.1316 1.2750 -0.4544 0.094
C 1.2234 1.9836 -0.7259 -0.016
H 2.2546 5.0639 -1.7830 0.000
H 3.0257 3.5451 -2.2480 0.000
H 3.0881 4.0723 -0.5760 0.000
H -0.1599 4.8900 -1.7019 0.000
H -2.2064 3.5678 -1.1724 -0.001
H 2.1691 1.4744 -0.5757 -0.002
C -1.2502 -1.1863 -4.8099 0.001
C -0.8488 -1.8034 -3.5154 -0.003
C -0.5483 -3.0981 -3.1621 -0.002
C -0.2488 -3.0730 -1.7890 -0.036
N -0.3627 -1.8291 -1.3266 0.152
N -0.7234 -1.0789 -2.3889 -0.004
C 0.1566 -4.2374 -0.9569 0.042
H -1.2204 -1.9294 -5.6019 0.000
H -0.5786 -0.3688 -5.0754 0.000
H -2.2645 -0.7888 -4.7498 0.000
H -0.5426 -3.9602 -3.8068 0.000
H -0.8752 -0.0917 -2.2940 -0.009
H 0.0589 -5.1532 -1.5365 -0.007
H -0.4637 -4.3247 -0.0656 0.001
H 1.1975 -4.1378 -0.6476 -0.016
C -2.3129 0.8113 3.3656 0.000
C -0.8286 0.7883 3.4384 -0.005
N 0.0367 0.4927 2.4812 0.088
C 1.2979 0.6836 3.0118 0.008
C 1.1883 1.1257 4.2886 -0.001
N -0.1588 1.1776 4.5429 0.008
H -2.7105 -0.1434 3.0245 0.000
H -2.6454 1.5875 2.6774 0.001
H -2.7277 1.0257 4.3493 0.000
H 2.1901 0.5274 2.4348 0.001
H 1.9337 1.3713 5.0235 -0.001
H -0.5803 1.4416 5.4170 0.001
```

multiplicity = 5
charge = +1
Kohn-Sham gap (spin up / spin down) = 7.484 / 5.526 eV
<S²> = 6.02
E_HOMO (spin up / spin down) = -0.3704 / -0.4126 hartree
energy relative to the best compared isomer or geometry (same formula, charge and spin) = 86.1 kJ/mol



Formula: C15H20Br2F3O5P
Source: the Open Molecules 2025 dataset
Level of theory: the ωB97M-V functional and the def2-TZVPD basis

XYZ file:
```
46
Properties=species:S:1:pos:R:3:nbo_charge:R:1
C 2.0249 1.4885 -1.9539 -0.624
C 0.7203 2.2192 -2.5447 -0.704
P -0.8372 1.1488 -2.6414 0.732
C -2.2745 2.3813 -2.3981 -0.924
C -0.7610 -0.1187 -1.2393 -0.372
C -0.8508 -1.5392 -1.3871 -0.025
C -1.0789 -2.3418 -2.7444 -0.453
C 0.1309 -3.3054 -3.1741 -0.474
C 1.5253 -2.5543 -3.4402 0.261
F 2.1027 -2.1838 -2.1636 -0.362
Br 1.3173 -0.9952 -4.6434 0.082
C 2.5992 -3.6128 -4.0869 0.603
F 2.9594 -4.5253 -3.0561 -0.328
F 2.0442 -4.3788 -5.1502 -0.340
Br 4.1445 -2.6167 -4.8486 0.050
C -0.6649 -2.0202 0.1234 0.765
O -0.3558 -3.1949 0.4671 -0.506
O -0.8535 -0.9015 1.0232 -0.530
C -0.5543 0.3057 0.2924 0.775
O -0.2556 1.3991 0.8087 -0.522
H 2.7088 2.3317 -1.5460 0.224
H 2.6118 0.9380 -2.7634 0.222
H 1.8347 0.7870 -1.0741 0.215
H 0.9701 2.5323 -3.6277 0.238
H 0.5297 3.1954 -1.9573 0.230
H -3.2594 1.8914 -2.0958 0.249
H -2.4318 2.8936 -3.4224 0.247
H -1.9775 3.2146 -1.6664 0.230
H -1.3105 -1.6026 -3.5833 0.270
H -2.0100 -3.0134 -2.5838 0.253
H -0.1747 -3.7679 -4.1931 0.253
H 0.2683 -4.2081 -2.4671 0.268
O -1.4429 2.9005 7.5026 -0.576
C -0.9881 2.3925 6.5023 0.797
O -1.8107 1.9378 5.5405 -0.508
C -1.3760 1.5003 4.2439 -0.067
C -0.9534 0.0462 4.2753 -0.643
C 0.4931 2.1776 6.3579 -0.744
H -0.5968 2.1572 3.8491 0.181
H -2.2364 1.6100 3.5792 0.197
H -0.1025 -0.1116 4.9416 0.204
H -0.6777 -0.2963 3.2757 0.234
H -1.7678 -0.5795 4.6503 0.217
H 0.7735 1.2545 6.8685 0.245
H 1.0095 3.0187 6.8256 0.245
H 0.8347 2.1459 5.3252 0.217
```

multiplicity = 1
structure (SMILES) = CCP(C)C1=C(CC[C@](F)(Br)C(F)(F)Br)C(=O)OC1=O.CCOC(C)=O
Kohn-Sham gap = 7.295 eV
E_HOMO = -0.3209 hartree
energy relative to the best compared isomer or geometry (same formula, charge and spin) = 385.0 kJ/mol



Formula: C15H20ClNO2S
Source: the Open Molecules 2025 dataset
Level of theory: the ωB97M-V functional and the def2-TZVPD basis

XYZ file:
```
40
Properties=species:S:1:pos:R:3:nbo_charge:R:1
C -0.3651 2.1945 1.1066 -0.623
H -1.2514 2.5094 0.5606 0.215
H -0.6736 1.6402 1.9874 0.237
H 0.1854 3.0802 1.4138 0.211
C 0.5083 1.3186 0.2144 -0.035
N -0.3086 0.2469 -0.3354 -0.889
S -1.3448 -0.7814 0.4639 2.325
O -0.9486 -2.1195 0.1193 -0.950
O -1.5167 -0.4582 1.8451 -0.919
C -2.8476 -0.4508 -0.4748 -0.370
C -2.9768 -1.1475 -1.6642 -0.117
C -4.0719 -0.9455 -2.4841 -0.235
C -5.0486 -0.0360 -2.1063 -0.180
C -4.9319 0.6608 -0.9180 -0.227
C -3.8260 0.4547 -0.0989 -0.019
Cl -3.7067 1.3216 1.3749 0.049
H -5.6881 1.3652 -0.6110 0.232
H -5.9088 0.1286 -2.7372 0.221
H -4.1657 -1.4942 -3.4081 0.222
H -2.2085 -1.8621 -1.9124 0.233
H 0.1746 -0.3071 -1.0236 0.411
C 1.7908 0.8694 0.9533 -0.237
H 2.0136 1.6671 1.6685 0.214
C 3.0467 0.6985 0.0723 -0.205
H 3.4382 1.6482 -0.2939 0.212
C 3.9570 -0.0924 1.0138 -0.407
H 4.1804 0.4318 1.9411 0.208
H 4.8861 -0.4087 0.5423 0.206
C 2.9522 -1.2302 1.1946 -0.217
H 3.2595 -2.0510 1.8403 0.217
C 1.7202 -0.4764 1.7068 -0.407
H 0.8056 -1.0273 1.5037 0.211
H 1.7751 -0.3214 2.7845 0.215
C 2.6798 -1.6561 -0.2546 -0.420
H 1.6890 -2.1000 -0.3508 0.219
H 3.4119 -2.3919 -0.5895 0.210
C 2.8240 -0.3338 -1.0362 -0.412
H 1.9692 -0.1024 -1.6700 0.184
H 3.7028 -0.3615 -1.6839 0.213
H 0.8191 1.9194 -0.6540 0.203
```

multiplicity = 1
structure (SMILES) = C[C@H](NS(=O)(=O)c1ccccc1Cl)[C@H]1C[C@H]2CC[C@@H]1C2
Kohn-Sham gap = 10.052 eV
E_HOMO = -0.3465 hartree